one | The following is a quantum chemistry calculation of one molecule with the formula C2H2INO, from the Open Molecules 2025 dataset.

HOMO-LUMO gap   9.05 eV
Total charge   0
Structure (SMILES)   N#C[C@@H](O)I

Element x y z (Å)
N  0.2624  -2.4343  0.2621
C  0.1745  -1.3107  0.0778
C  -0.1067  0.1435  -0.2091
O  -0.5567  0.6405  0.9244
I  2.0043  1.1161  -0.8130
H  -0.6555  0.4226  -1.1841
H  -1.1224  1.4224  0.9419

=====

two | The following is a quantum chemistry calculation of a 2-piece molecular cluster, C2H2INO overall, from the Open Molecules 2025 dataset.

HOMO-LUMO gap (spin up / spin down)   8.28 / 5.32 eV
Total charge   0

Element x y z (Å)
C  -0.2658  0.3648  -0.1209
C  -0.2445  -0.0737  1.1853
N  0.5079  1.2791  -0.6039
O  -0.4293  -0.3683  2.2748
I  1.1633  -2.8387  -0.3898
H  -1.2037  -0.0667  -0.7627
H  0.4722  1.7034  -1.5829

=====

It is one that is the most stable of them.

=====

one | The following is a quantum chemistry calculation of an isolated ion of composition C5H15BN3O2 and charge +1, from the Open Molecules 2025 dataset.

HOMO-LUMO gap   10.78 eV
Total charge   +1
Structure (SMILES)   CCC[C@H](O)B(O)[NH+]=C(N)N

Element x y z (Å)
C  3.2775  0.6473  -0.9609
C  2.6403  -0.5532  -0.2268
C  1.5388  -0.0902  0.7093
C  0.0995  -0.0896  0.2418
O  -0.0824  0.3914  -1.1088
B  -0.9710  0.7084  1.2347
O  -0.5790  1.4402  2.2551
N  -2.3416  0.4409  1.0211
C  -3.0219  -0.0297  -0.0902
N  -4.3092  -0.3127  0.0356
N  -2.5046  -0.2682  -1.2614
H  2.4946  1.2281  -1.5617
H  3.8229  1.1378  -0.1442
H  4.1139  0.2511  -1.6838
H  2.0630  -1.0889  -1.1242
H  3.3616  -1.1891  0.2619
H  1.5053  -0.6742  1.6383
H  1.7813  0.8800  1.1381
H  -0.2564  -1.1951  0.2629
H  0.6507  -0.0996  -1.5434
H  -0.9723  1.9479  2.9663
H  -2.9780  0.7077  1.7811
H  -4.7502  -0.6441  -0.7998
H  -5.0120  0.0861  0.7451
H  -3.0596  -0.5374  -2.0962
H  -1.4799  -0.0161  -1.1832

=====

two | The following is a quantum chemistry calculation of a 2-piece molecular cluster, C5H15BN3O2 overall, from the Open Molecules 2025 dataset.

HOMO-LUMO gap   9.25 eV
Total charge   +1

Element x y z (Å)
B  1.1984  -1.7605  -0.0118
C  -2.2622  -0.4348  -0.0275
C  1.4486  2.3329  0.7296
C  1.7294  1.4016  -0.4826
C  0.6149  0.6219  -1.0581
C  0.2212  -0.4429  -0.2141
N  -3.3470  -1.2045  0.0338
N  -2.3827  0.8592  0.0753
N  -1.0940  -1.0531  -0.3334
O  2.5451  -1.5520  0.0613
O  0.5307  -2.8884  0.1765
H  1.0390  1.7514  1.4891
H  2.3628  2.5095  1.1706
H  0.9290  3.3279  0.4292
H  2.2005  2.0099  -1.2834
H  2.6577  0.9184  0.0028
H  -0.1388  1.4068  -1.3374
H  0.9577  -0.0087  -2.0283
H  -0.0929  0.2196  1.4879
H  -4.1162  -0.6885  0.2198
H  -3.4161  -2.1888  -0.0546
H  -3.3140  1.2312  0.3878
H  -1.5518  1.4387  0.3180
H  -0.9579  -1.9726  -0.5918
H  3.2073  -2.2034  0.3244
H  1.0314  -3.6307  0.5171

=====

It is one that is the most stable of them.

=====

one | The following is a quantum chemistry calculation of a 2-piece molecular cluster, C6H12NO overall, from the Open Molecules 2025 dataset.

HOMO-LUMO gap   5.84 eV
Total charge   -1

Element x y z (Å)
C  1.2794  2.4775  -1.1882
O  2.1963  3.2232  -0.9082
C  0.9585  1.2697  -0.4241
C  -0.2559  0.4743  -0.8161
C  -0.1530  -0.9732  -0.3602
C  0.3214  -1.8919  -1.2680
C  -0.3923  -2.4403  1.4186
N  -0.6238  -1.1267  0.8672
H  0.7206  2.7405  -2.1049
H  -3.3328  2.6255  2.9216
H  1.3065  1.3106  0.5957
H  1.7595  1.0902  -1.2390
H  -1.2039  0.8762  -0.4697
H  -0.2771  0.4528  -1.8922
H  0.4903  -2.9143  -0.9545
H  0.8192  -1.6056  -2.1884
H  0.6713  -2.5947  1.6999
H  -0.9338  -2.4984  2.3669
H  -0.7033  -3.2893  0.7910
H  -2.6473  2.7941  3.1525

=====

two | The following is a quantum chemistry calculation of an isolated ion of composition C6H12NO and charge -1, from the Open Molecules 2025 dataset.

HOMO-LUMO gap   5.51 eV
Total charge   -1
Structure (SMILES)   CN/C=C/CCC[O-]

Element x y z (Å)
C  -1.4069  2.8109  -2.1668
N  -1.2343  2.1279  -0.8998
C  -0.6250  0.8293  -0.8487
C  -0.8136  0.0277  0.1543
C  -0.1623  -1.3830  0.4364
C  0.9022  -1.1406  1.5433
C  2.0621  -2.3895  1.4253
O  2.9660  -2.3270  0.4613
H  -1.6687  2.0265  -2.9139
H  -2.3221  3.5930  -2.1670
H  -0.3948  3.2160  -2.4841
H  -1.1429  2.6717  -0.0237
H  0.3415  0.7462  -1.3485
H  -1.8095  0.1889  0.7407
H  -1.0333  -2.1267  0.7822
H  0.3870  -1.8978  -0.3606
H  0.4501  -0.9796  2.4825
H  1.5096  -0.1930  1.4780
H  2.5486  -2.5170  2.3816
H  1.4463  -3.2840  1.3275

=====

It is one that is the most stable of them.

=====

one | The following is a quantum chemistry calculation of a 2-piece molecular cluster, C5H8N2O2S overall, from the Open Molecules 2025 dataset.

HOMO-LUMO gap   7.92 eV
Total charge   0
Structure (SMILES)   C/C=N/[N+](=O)[O-].C=CC=S

Element x y z (Å)
C  0.5676  1.8974  0.9378
C  1.7550  1.3096  0.3326
N  1.7597  0.0536  0.2004
N  2.7661  -0.7843  -0.2309
O  2.9175  -0.8137  -1.4009
O  3.2881  -1.3785  0.6451
H  -0.1013  1.1600  1.1401
H  0.1199  2.6580  0.1893
H  0.7139  2.5602  1.7418
H  2.5087  2.0494  0.2347
C  -3.0155  -0.7160  -1.1105
C  -1.7938  -0.6611  -0.6011
C  -1.1477  -1.6936  0.2665
S  -1.7622  -3.1818  0.6152
H  -3.3904  0.0962  -1.7770
H  -3.7817  -1.5218  -0.7905
H  -1.2537  0.2349  -0.9477
H  -0.1503  -1.2685  0.5550

=====

two | The following is a quantum chemistry calculation of one molecule with the formula C5H8N2O2S, from the Open Molecules 2025 dataset.

HOMO-LUMO gap   9.02 eV
Total charge   0
Structure (SMILES)   [O-]/[N+]1=N\CCCCC(=S)O1

Element x y z (Å)
O  -0.8133  -2.5455  0.6241
N  -1.0641  -1.5092  0.0473
N  -0.5147  -0.9173  -0.8996
C  0.8987  -1.0372  -1.1415
C  1.4789  -0.1148  -0.1400
C  0.6165  1.1675  0.0906
C  -0.5824  1.0473  0.9965
C  -1.8541  0.5705  0.3161
S  -2.7888  1.5496  -0.4849
O  -2.1501  -0.7942  0.4877
H  1.1411  -0.7963  -2.2461
H  1.2364  -2.0566  -1.1187
H  2.4370  0.1119  -0.4576
H  1.4161  -0.6366  0.7259
H  0.4581  1.5172  -0.8347
H  1.1232  1.9833  0.6021
H  -0.7425  2.0350  1.5655
H  -0.2960  0.4254  1.8672

=====

It is two that is the most stable of them.

=====

one | The following is a quantum chemistry calculation of one molecule with the formula C8H13NO, from the Open Molecules 2025 dataset.

HOMO-LUMO gap   9.31 eV
Total charge   0
Structure (SMILES)   CC1=C[C@@]2(C(C)(C)C)ON12

Element x y z (Å)
C  0.5895  0.4684  3.5255
C  0.5051  0.5251  2.0478
C  -0.3154  1.0819  1.1444
C  0.4516  0.4832  -0.0119
C  -0.1583  -0.2423  -1.1819
C  -1.1846  -1.2608  -0.6600
C  -0.8697  0.8266  -2.0390
C  0.9298  -0.9465  -1.9966
O  1.7274  0.8026  0.0325
N  1.4279  -0.2237  1.2345
H  -0.2183  1.0424  3.9770
H  1.5532  0.8623  3.8538
H  0.5238  -0.5647  3.8710
H  -1.1045  1.8101  1.1802
H  -0.6962  -2.0010  -0.0275
H  -1.9650  -0.7725  -0.0783
H  -1.6478  -1.7739  -1.5029
H  -1.6478  1.3363  -1.4708
H  -1.3355  0.3444  -2.8985
H  -0.1614  1.5702  -2.4049
H  1.4691  -1.6584  -1.3731
H  0.4767  -1.4797  -2.8327
H  1.6504  -0.2302  -2.3887

=====

two | The following is a quantum chemistry calculation of one molecule with the formula C8H13NO, from the Open Molecules 2025 dataset.

HOMO-LUMO gap   8.97 eV
Total charge   0
Structure (SMILES)   C=C(C)/C=C/[C@@H](C)C(N)=O

Element x y z (Å)
C  1.1497  1.6029  1.9435
C  1.1046  0.2743  1.8243
C  1.9972  -0.6098  2.6503
C  0.2111  -0.4423  0.9277
C  -0.6464  0.1159  0.0476
C  -1.3809  -0.6282  -0.9919
C  -2.5239  0.1241  -1.6394
C  -0.0464  -0.8273  -1.9192
N  0.3393  0.2546  -2.6466
O  0.4082  -1.9341  -2.0680
H  1.8005  2.0762  2.6599
H  0.4217  2.2547  1.4888
H  2.6514  -0.0229  3.2952
H  1.3987  -1.2690  3.2800
H  2.6057  -1.2397  2.0030
H  0.1808  -1.5177  1.0541
H  -0.6378  1.1898  -0.0851
H  -1.6457  -1.6343  -0.6772
H  -2.7870  -0.3211  -2.6044
H  -2.2883  1.1763  -1.7856
H  -3.3992  0.0860  -0.9973
H  0.0427  1.1856  -2.4105
H  1.0441  0.1060  -3.3491

=====

It is two that is the most stable of them.

=====

one | The following is a quantum chemistry calculation of an isolated ion of composition C6H16N3 and charge +1, from the Open Molecules 2025 dataset.

HOMO-LUMO gap   10.16 eV
Total charge   +1
Structure (SMILES)   C=N[C@@H](NC)[N+](C)(C)C

Element x y z (Å)
C  -2.2744  -1.7635  -0.0432
N  -1.0662  -1.3937  0.0064
C  -0.5756  -0.0875  -0.2092
N  -1.1502  0.9199  0.5326
C  -1.7203  2.0839  -0.1808
N  1.1039  -0.1886  -0.0044
C  1.2702  -0.6271  1.3831
C  1.6750  1.0677  -0.2620
C  1.5835  -1.2051  -0.8824
H  -2.3080  -2.7807  -0.3055
H  -3.2821  -1.3032  0.0340
H  -0.4567  0.0725  -1.2866
H  -1.8545  0.5211  1.1943
H  -1.0242  2.3825  -1.1488
H  -2.7810  1.9782  -0.5296
H  -1.6551  2.9073  0.5425
H  0.8298  -1.5830  1.5903
H  2.3413  -0.5736  1.6281
H  0.7339  0.1781  1.9474
H  2.7098  1.0967  0.1283
H  1.7995  1.2718  -1.3131
H  1.0294  1.7460  0.2774
H  1.7589  -0.9679  -1.9177
H  2.4899  -1.6199  -0.5469
H  0.8236  -2.1320  -0.6342

=====

two | The following is a quantum chemistry calculation of C6H16N3 as an isolated structure, from the Open Molecules 2025 dataset.

HOMO-LUMO gap   10.89 eV
Total charge   +1

Element x y z (Å)
C  0.0873  -0.1241  -0.3534
C  -1.2018  0.5233  0.0199
C  -1.1328  1.6609  1.0667
C  1.9424  -1.3923  0.7540
C  2.3001  0.6120  -0.8142
C  1.4177  -0.0004  0.2729
N  -1.2630  -0.9010  0.6234
N  -2.0595  -1.6418  -0.2768
N  -2.1285  0.7164  -0.9711
H  0.0132  -0.7164  -1.3524
H  -0.4132  2.5083  0.9651
H  -0.7770  1.3270  2.0090
H  -2.1407  2.0201  1.2136
H  1.6343  -2.2067  0.1218
H  1.6467  -1.7427  1.8457
H  3.0205  -1.3265  0.9255
H  2.1062  1.7196  -0.7819
H  2.1591  0.2646  -1.7867
H  3.3677  0.5452  -0.4640
H  1.4185  0.6750  1.1086
H  -2.7011  -2.2736  0.2470
H  -1.6198  -2.2351  -1.0257
H  -2.6029  -0.8538  -0.6248
H  -1.7265  0.8316  -1.9262
H  -2.8665  1.3089  -0.6087

=====

It is one that is the most stable of them.

=====

one | The following is a quantum chemistry calculation of a 2-piece molecular cluster, CH6NO2 overall, from the Open Molecules 2025 dataset.

HOMO-LUMO gap   7.85 eV
Total charge   -1

Element x y z (Å)
N  -0.1408  1.4030  -0.6635
C  1.0002  0.5677  -0.1862
O  0.6770  -0.3621  0.7453
H  -0.6444  1.6877  0.1664
H  -0.7516  0.7675  -1.1685
H  1.7374  1.2769  0.2163
H  1.3893  0.1113  -1.1167
H  -0.3959  -1.4356  0.8651
H  -1.7206  -1.8805  0.2048
O  -1.1506  -2.1360  0.9369

=====

two | The following is a quantum chemistry calculation of a 2-piece molecular cluster, CH6NO2 overall, from the Open Molecules 2025 dataset.

HOMO-LUMO gap   8.05 eV
Total charge   -1

Element x y z (Å)
N  0.1323  -1.9513  1.1501
C  -0.3507  -0.5044  0.6665
O  -0.2250  -0.0855  -0.5798
H  1.0870  -2.0322  0.7936
H  -0.3266  -2.6635  0.5724
H  0.1515  0.1293  1.4383
H  -1.4374  -0.6462  0.8677
H  -0.0113  1.3483  -0.8931
H  0.1077  2.4792  -1.9250
O  0.4045  2.3027  -1.0355

=====

It is one that is the most stable of them.

=====

one | The following is a quantum chemistry calculation of a 2-piece molecular cluster, C4H8O2S overall, from the Open Molecules 2025 dataset.

HOMO-LUMO gap   9.85 eV
Total charge   0
Structure (SMILES)   CC(=O)S.CC=O

Element x y z (Å)
C  2.6172  1.0487  -0.2146
C  1.7599  -0.1787  -0.2563
O  1.4151  -0.8610  -1.1312
S  1.5388  -1.0341  1.3416
H  2.3668  1.7507  0.6143
H  2.6001  1.5249  -1.2542
H  3.6867  0.7068  -0.1067
H  1.2313  0.0331  2.0704
C  -1.6965  -1.4463  -0.9702
C  -1.1000  -0.1125  -0.8608
O  -0.7284  0.4542  0.1125
H  -1.6052  -1.7684  0.0769
H  -2.6744  -0.9540  -1.2197
H  -1.3380  -2.0997  -1.8131
H  -1.3796  0.5038  -1.7622

=====

two | The following is a quantum chemistry calculation of a 2-piece molecular cluster, C4H8O2S overall, from the Open Molecules 2025 dataset.

HOMO-LUMO gap   9.37 eV
Total charge   0

Element x y z (Å)
C  -0.2616  -2.1432  0.2761
C  -0.6899  1.5551  -0.8425
C  0.8311  -1.4822  1.0070
C  -0.1833  2.4748  0.1291
O  -1.1971  -1.6423  -0.2712
O  1.6545  0.8144  -1.6193
S  0.2274  0.6593  -1.8669
H  -0.2378  -3.2724  0.1382
H  -1.8384  1.5847  -1.0658
H  0.5423  -0.9918  1.9171
H  1.3575  -0.6772  0.3664
H  1.6308  -2.1550  1.4368
H  -0.7410  3.4452  -0.1496
H  0.9005  2.5330  -0.0411
H  -0.3661  1.9609  1.1958

=====

It is one that is the most stable of them.